1.
Formula: C17H33AsNPtS4Si
Source: the OMol25 dataset
Level of theory: ωB97M-V/def2-TZVPD

Values from the calculation:
HOMO (alpha / beta) = -17.259 / -17.106 eV
gap between HOMO and LUMO (alpha / beta) = 0.189 / 0.173 Eh
calculated total energy = -4958.64693 hartree
relative energy (zero: lowest compared OMol25 entry of this formula, charge and spin) = 3.5219 eV
net charge = +3
LUMO level (alpha / beta) = -12.1 / -12.4 eV

Last column: Mulliken charge in e.
Cartesian coordinates (Å):
Pt (0.17207, -0.02214, 0.06286)  0.54
C (1.63354, -0.76429, -2.85861)  -0.82
C (0.21561, -0.69532, -3.38712)  -0.74
S (-1.07729, -0.82623, -2.08178)  0.06
C (-2.18459, 0.57593, -2.47904)  -0.80
C (-1.56670, 1.96097, -2.49683)  -0.77
S (-0.70771, 2.40222, -0.93671)  0.07
C (0.91231, 3.01311, -1.53122)  -0.82
C (1.73385, 2.06829, -2.38628)  -0.74
S (2.09553, 0.45807, -1.57493)  0.03
H (1.82471, -1.72786, -2.38366)  0.40
H (2.34076, -0.64329, -3.68115)  0.54
H (0.03042, 0.20501, -3.96837)  0.42
H (0.05731, -1.55538, -4.04085)  0.55
H (-2.62666, 0.36428, -3.45558)  0.51
H (-2.96988, 0.50645, -1.72372)  0.41
H (-0.86350, 2.09661, -3.31594)  0.47
H (-2.37141, 2.68927, -2.61751)  0.55
H (0.72147, 3.93602, -2.08284)  0.54
H (1.45037, 3.26492, -0.61621)  0.37
H (1.28804, 1.87246, -3.36025)  0.47
H (2.70632, 2.53588, -2.55401)  0.57
C (0.73412, -4.00118, 5.49171)  -1.08
Si (0.71014, -4.51482, 3.65140)  0.27
C (-1.12480, -4.78724, 3.15082)  -1.13
C (1.61375, -6.05436, 2.93419)  -1.11
C (1.72874, -3.08508, 2.81053)  0.40
C (3.07087, -2.89752, 3.13248)  -0.34
C (3.80695, -1.85954, 2.58108)  -1.04
C (3.15304, -0.98232, 1.72092)  -0.36
N (1.88440, -1.14582, 1.40986)  -0.50
C (1.18426, -2.18517, 1.88718)  0.60
S (-0.42122, -2.27375, 1.23313)  -0.32
H (0.30980, -4.79859, 6.09836)  0.38
H (0.15371, -3.10328, 5.70007)  0.32
H (1.74979, -3.82603, 5.84142)  0.39
H (-1.53931, -5.61925, 3.71140)  0.39
H (-1.20962, -5.02197, 2.09399)  0.37
H (-1.72480, -3.90837, 3.36821)  0.33
H (1.20211, -6.94177, 3.40503)  0.36
H (2.67835, -6.00563, 3.14584)  0.38
H (1.47764, -6.14547, 1.85886)  0.36
H (3.54547, -3.56580, 3.83428)  0.52
H (4.85032, -1.71849, 2.81498)  0.46
H (3.64879, -0.12154, 1.29564)  0.50
C (-2.32581, 1.53200, 2.57250)  -1.10
As (-0.44774, 1.08668, 2.31443)  0.63
C (0.50668, 2.76870, 2.56796)  -1.14
C (-0.06522, 0.14880, 3.98046)  -1.13
H (-2.40504, 2.13761, 3.48190)  0.45
H (-2.91079, 0.62060, 2.70368)  0.40
H (-2.72677, 2.09092, 1.72915)  0.35
H (0.43041, 3.04161, 3.62142)  0.48
H (0.05763, 3.55878, 1.96806)  0.39
H (1.55981, 2.67063, 2.31242)  0.38
H (-0.26033, 0.86076, 4.78617)  0.60
H (0.97300, -0.17253, 4.03845)  0.36
H (-0.72651, -0.71101, 4.09314)  0.35

2.
Formula: C36H37F5N5O2STc
Source: the OMol25 dataset
Level of theory: ωB97M-V/def2-TZVPD

Values from the calculation:
HOMO (alpha / beta) = -10.111 / -10.055 eV
gap between HOMO and LUMO (alpha / beta) = 0.250 / 0.194 Eh
<S²> = 3.885
spin multiplicity = 4
calculated total energy = -2796.12699 hartree
relative energy (zero: lowest compared OMol25 entry of this formula, charge and spin) = 7.6106 eV
net charge = +1
LUMO level (alpha / beta) = -3.3 / -4.8 eV

Last column: Mulliken charge in e.
Cartesian coordinates (Å):
Tc (0.14373, -0.04858, -1.05207)  -0.66
C (2.01911, 0.83713, 2.65547)  -1.36
C (2.13288, 1.82570, 1.49189)  -0.57
C (0.81294, 2.48417, 1.07877)  -1.20
N (0.06228, 1.92143, -0.05219)  1.24
C (-0.84499, 2.72989, -0.59628)  0.96
C (-1.20235, 3.98671, -0.05068)  -0.97
C (-1.96097, 5.02518, -0.57046)  -0.84
C (-2.82686, 5.05049, -1.64894)  -0.63
C (-3.17315, 3.95899, -2.44427)  -0.68
C (-2.52208, 2.75765, -2.54411)  -0.64
C (-1.35132, 2.28279, -1.89076)  0.71
N (-0.64074, 1.31375, -2.44006)  0.81
C (-0.75054, 1.00860, -3.84849)  -1.32
C (0.62489, 0.58292, -4.35707)  -1.05
C (1.72254, 1.21139, -3.50761)  -1.45
N (1.79817, 0.55710, -2.20163)  0.90
C (2.99950, 0.31188, -1.71711)  0.22
C (4.14952, 1.02616, -2.15590)  -0.83
C (5.47892, 0.72103, -2.03332)  -0.54
C (6.05269, -0.43623, -1.50091)  -0.47
C (5.40514, -1.41227, -0.77486)  -0.95
C (4.09627, -1.44193, -0.30884)  -0.37
C (3.00248, -0.62007, -0.60830)  0.94
N (1.80035, -0.72356, -0.01149)  1.40
C (1.76735, -1.32390, 1.32302)  -1.94
C (1.15336, -0.38332, 2.36650)  0.38
H (1.58880, 1.35577, 3.51667)  0.43
H (3.02633, 0.51988, 2.94326)  0.49
H (2.61226, 1.37588, 0.63030)  -0.18
H (2.79323, 2.63008, 1.82433)  0.43
H (1.06783, 3.51509, 0.81534)  0.99
H (0.17392, 2.52191, 1.97139)  0.15
H (-0.77295, 4.21403, 0.91349)  0.43
H (-1.91760, 5.94468, 0.00272)  0.38
H (-3.34163, 5.98172, -1.84465)  0.37
H (-4.04101, 4.08643, -3.08016)  0.41
H (-2.94895, 2.03646, -3.22973)  0.54
H (-1.07252, 1.90594, -4.38140)  0.71
H (-1.47398, 0.20586, -4.01423)  0.23
H (0.74343, 0.89490, -5.39393)  0.55
H (0.74326, -0.49588, -4.32813)  0.15
H (1.53540, 2.28343, -3.37891)  0.25
H (2.66709, 1.07065, -4.03200)  0.95
H (3.92828, 1.96452, -2.64713)  0.57
H (6.16750, 1.43703, -2.46524)  0.42
H (7.11336, -0.57192, -1.66673)  0.39
H (6.01683, -2.25387, -0.47262)  0.41
H (3.86682, -2.29530, 0.31341)  0.41
H (2.77707, -1.55102, 1.66085)  0.76
H (1.20565, -2.26190, 1.28536)  0.23
H (1.02252, -0.95395, 3.28927)  0.52
H (0.17661, -0.06090, 2.02650)  -0.61
N (-1.02502, -1.09277, 0.72220)  0.24
S (-2.61378, -1.24540, 1.05110)  0.22
C (-2.62597, -2.96529, 1.61866)  0.43
C (-1.82100, -3.43964, 2.64460)  0.14
C (-1.76629, -4.80564, 2.86931)  -0.86
C (-2.47634, -5.68189, 2.05851)  -0.48
C (-3.27994, -5.19565, 1.03780)  -0.73
C (-3.36744, -3.82792, 0.82616)  -0.60
C (-2.75993, -0.33235, 2.60092)  0.49
C (-3.42111, -0.84463, 3.70581)  -0.52
C (-3.50972, -0.07066, 4.85470)  -0.67
C (-2.95963, 1.20168, 4.88767)  -0.74
C (-2.33346, 1.71815, 3.76098)  -0.51
C (-2.23841, 0.95194, 2.61213)  -0.19
H (-0.63147, -2.01491, 0.85472)  -0.24
H (-1.24767, -2.75690, 3.25942)  0.49
H (-1.14812, -5.18866, 3.66977)  0.42
H (-2.39609, -6.74765, 2.22118)  0.42
H (-3.81756, -5.87623, 0.39326)  0.43
H (-3.99472, -3.42513, 0.04173)  0.48
H (-3.86229, -1.83175, 3.67984)  0.50
H (-4.01144, -0.46352, 5.72809)  0.43
H (-3.02884, 1.79439, 5.78920)  0.41
H (-1.93188, 2.72272, 3.77814)  0.46
H (-1.78797, 1.33641, 1.70693)  0.25
O (-1.87164, -0.29805, -1.49395)  -0.07
O (-2.65574, 0.48348, -0.81560)  -0.73
F (-0.59385, -2.91826, -1.22412)  -0.24
C (0.02736, -2.00792, -2.06445)  1.16
F (-0.79107, -1.95958, -3.16500)  -0.28
C (1.27378, -2.79304, -2.52143)  0.19
F (2.11642, -2.04433, -3.25882)  -0.23
F (1.96777, -3.21298, -1.44510)  -0.24
F (0.97636, -3.87060, -3.24267)  -0.29

3.
Formula: C32H35F10N9OS2Y
Source: the OMol25 dataset
Level of theory: ωB97M-V/def2-TZVPD

Values from the calculation:
HOMO = -9.782 eV
gap between HOMO and LUMO = 0.279 Eh
calculated total energy = -3641.69049 hartree
relative energy (zero: lowest compared OMol25 entry of this formula, charge and spin) = 0.0000 eV
net charge = +1
LUMO level = -2.2 eV

Last column: Mulliken charge in e.
Cartesian coordinates (Å):
Y (10.00211, 13.45104, 11.99727)  -0.35
C (8.77078, 15.45379, 14.35989)  -1.16
N (9.89206, 15.50046, 13.42098)  1.09
C (9.78714, 16.65616, 12.48396)  -1.33
C (9.06668, 16.28590, 11.16189)  -0.68
N (9.71701, 15.18775, 10.49669)  1.43
C (10.18474, 15.57476, 9.25191)  -1.19
C (11.24810, 16.44561, 9.06312)  0.46
F (11.87959, 16.92774, 10.13725)  -0.26
C (11.68564, 16.90183, 7.82306)  -0.16
F (12.68493, 17.78147, 7.73524)  -0.29
C (11.04022, 16.48084, 6.69063)  0.85
F (11.35911, 16.94498, 5.48566)  -0.31
C (9.98473, 15.60831, 6.80612)  0.06
F (9.35713, 15.13494, 5.70052)  -0.33
C (9.59609, 15.17624, 8.04263)  0.28
F (8.60023, 14.29101, 8.11859)  -0.36
C (11.15550, 15.61158, 14.22047)  -1.25
C (12.38784, 15.26087, 13.37686)  -0.96
N (12.13384, 14.00403, 12.71802)  1.68
C (13.19903, 13.28215, 12.26196)  -1.20
C (14.57767, 13.55592, 12.27274)  0.37
F (15.08034, 14.70944, 12.71575)  -0.36
C (15.52762, 12.68666, 11.77441)  0.22
F (16.82867, 13.02130, 11.90777)  -0.31
C (15.19024, 11.45444, 11.23655)  0.66
F (16.08150, 10.62655, 10.70772)  -0.35
C (13.85572, 11.13985, 11.20439)  -0.04
F (13.48985, 9.97099, 10.64808)  -0.41
C (12.94658, 11.99341, 11.76834)  0.93
F (11.62053, 11.64269, 11.79180)  -0.33
H (8.78602, 16.33849, 14.97503)  0.39
H (7.80253, 15.40760, 13.82902)  0.22
H (8.82725, 14.52421, 14.97426)  0.20
H (9.26293, 17.48552, 12.99042)  0.36
H (10.76799, 16.96800, 12.19149)  0.44
H (7.96042, 16.10908, 11.37410)  0.30
H (9.11314, 17.19095, 10.55598)  0.50
H (11.25328, 16.61844, 14.63410)  0.32
H (11.06752, 14.92947, 15.08875)  0.20
H (12.61506, 16.07448, 12.65661)  0.44
H (13.26329, 15.24154, 14.03649)  0.54
N (10.88350, 12.63645, 15.81365)  -0.24
N (10.33934, 11.35952, 16.04664)  -0.38
C (9.46337, 10.79187, 15.24557)  0.44
N (9.11697, 9.53441, 15.52317)  -0.37
S (8.67192, 11.56837, 13.92481)  -0.53
H (11.80878, 12.51755, 15.41811)  0.10
H (10.90292, 13.14296, 16.67969)  0.29
H (10.89600, 10.72112, 16.62402)  0.31
H (9.68447, 8.99535, 16.16758)  0.22
H (8.52286, 9.08402, 14.85661)  0.21
O (7.50983, 13.40159, 11.93198)  -0.44
C (6.92474, 13.53470, 10.63386)  0.27
C (6.52641, 12.18244, 10.08968)  -0.98
C (7.59700, 11.12662, 10.20413)  -0.82
C (8.81032, 11.45456, 9.33605)  0.50
C (8.83897, 11.12791, 7.98709)  -0.69
C (9.92978, 11.45794, 7.22481)  -0.67
C (10.98335, 12.11764, 7.83126)  -1.63
C (10.89357, 12.43336, 9.17062)  0.17
N (9.82178, 12.12279, 9.90917)  0.93
H (6.90286, 12.95914, 12.57576)  0.35
H (7.68424, 13.98315, 10.01755)  -0.33
H (6.08199, 14.23550, 10.65862)  0.45
H (6.28023, 12.35506, 9.04044)  0.46
H (5.65168, 11.80365, 10.60028)  0.39
H (7.25836, 10.13666, 9.90304)  0.60
H (7.86770, 11.02020, 11.25442)  -0.08
H (8.02035, 10.53566, 7.59168)  0.55
H (9.96603, 11.19078, 6.18385)  0.50
H (11.87166, 12.37475, 7.26806)  0.57
H (11.71342, 12.93740, 9.65941)  0.49
C (13.08731, 6.76095, 11.01749)  -1.29
C (13.76288, 7.33034, 12.21829)  1.15
C (14.96768, 6.93541, 12.75002)  -1.13
C (15.39579, 7.48076, 13.97799)  0.99
N (14.70881, 8.41158, 14.64286)  -0.54
C (13.59452, 8.85119, 14.05491)  -0.03
S (12.66101, 10.11076, 14.65748)  -0.37
N (13.15849, 8.30312, 12.88305)  0.01
C (16.65846, 6.98523, 14.59653)  -1.24
H (13.80573, 6.16092, 10.43899)  0.37
H (12.75113, 7.58187, 10.36049)  0.27
H (12.23232, 6.12231, 11.29256)  0.32
H (15.52940, 6.18159, 12.24783)  0.43
H (12.25405, 8.66379, 12.58512)  0.08
H (16.43108, 6.08066, 15.16727)  0.29
H (17.11079, 7.74216, 15.18576)  0.38
H (17.44640, 6.71028, 13.86889)  0.37

4.
Formula: C36H34N2O6
Source: the OMol25 dataset
Level of theory: ωB97M-V/def2-TZVPD

Values from the calculation:
HOMO = -7.534 eV
gap between HOMO and LUMO = 0.244 Eh
calculated total energy = -1952.97148 hartree
relative energy (zero: lowest compared OMol25 entry of this formula, charge and spin) = 0.7387 eV
net charge = 0
LUMO level = -0.9 eV

Last column: Mulliken charge in e.
Cartesian coordinates (Å):
C (-1.99574, 1.47628, 4.45464)  -1.08
C (-3.09988, 1.01533, 3.53555)  1.77
C (-4.44085, 0.90779, 4.23729)  -1.82
O (-3.33431, 1.87875, 2.36841)  -0.36
C (-2.58362, 1.60192, 1.22973)  -0.02
O (-3.04188, 1.80283, 0.11671)  -0.61
C (-1.17564, 1.14969, 1.60192)  1.87
C (-0.32675, 0.58271, 0.38252)  -1.56
C (1.07757, 0.20806, 0.82731)  0.34
C (1.29949, -0.89096, 1.68388)  -0.46
C (2.54229, -1.14410, 2.23064)  -0.67
C (3.60315, -0.29491, 1.88882)  -0.15
N (4.85659, -0.49359, 2.54231)  1.01
O (5.83794, 0.24961, 2.29849)  -0.60
O (4.92567, -1.40734, 3.40503)  -0.59
C (3.44064, 0.77212, 0.99028)  -0.46
C (2.18249, 1.00745, 0.46423)  -0.23
C (-1.72503, -0.30008, 2.18785)  0.57
O (-1.51925, -1.38708, 1.71856)  -0.62
O (-2.78068, -0.27037, 3.04509)  -0.38
H (-1.04881, 1.50689, 3.91551)  0.04
H (-2.21119, 2.46133, 4.85736)  0.32
H (-1.94543, 0.76575, 5.28086)  0.50
H (-5.20183, 0.59173, 3.52333)  0.43
H (-4.35474, 0.17240, 5.03217)  0.39
H (-4.72708, 1.87248, 4.65206)  0.36
H (-0.87221, -0.27298, -0.04188)  0.89
H (-0.31355, 1.37712, -0.38323)  0.32
H (0.48819, -1.55129, 1.95116)  0.65
H (2.71237, -1.96672, 2.92778)  0.53
H (4.31316, 1.37631, 0.75295)  0.52
H (2.07854, 1.85064, -0.21153)  0.33
C (4.62387, 0.36573, 6.19634)  -0.38
C (5.49298, 0.80026, 5.18072)  -0.56
C (5.22573, 1.98556, 4.48835)  -0.46
C (4.05230, 2.69772, 4.75356)  0.55
C (3.74528, 3.91876, 3.92908)  -0.53
N (2.29646, 4.18972, 3.83743)  0.21
C (1.94400, 5.61588, 3.82180)  -1.65
C (1.67294, 6.24286, 2.46996)  0.84
C (0.68166, 7.22676, 2.35002)  -0.56
C (0.40678, 7.82513, 1.12066)  -0.53
C (1.15282, 7.45727, -0.00893)  -0.40
C (2.16044, 6.50001, 0.11552)  -0.72
C (2.43488, 5.90256, 1.34562)  -0.04
C (1.41893, 3.25075, 3.42346)  -1.12
C (0.08540, 3.37499, 3.06925)  -0.57
C (-0.47690, 2.60024, 1.88438)  0.87
C (-1.04648, 3.85088, 0.99652)  0.16
C (-0.70842, 4.01958, -0.36650)  0.45
C (-1.34584, 4.96270, -1.19157)  -1.13
C (-2.25991, 5.88834, -0.65645)  -0.53
C (-2.52832, 5.82016, 0.72106)  -0.91
C (-1.91577, 4.82813, 1.51246)  0.04
C (3.19945, 2.28590, 5.78149)  -0.25
C (3.47303, 1.11156, 6.49824)  -0.79
H (4.84684, -0.56518, 6.71499)  0.40
H (6.39201, 0.23136, 4.97253)  0.37
H (5.90262, 2.36078, 3.73007)  0.39
H (4.22258, 4.81506, 4.35212)  0.53
H (4.18682, 3.78843, 2.92617)  0.08
H (1.03270, 5.70253, 4.42342)  0.43
H (2.78427, 6.13816, 4.32201)  0.56
H (0.12318, 7.52118, 3.24026)  0.38
H (-0.40323, 8.54600, 1.03108)  0.40
H (0.90520, 7.87650, -0.98126)  0.41
H (2.72563, 6.18918, -0.76712)  0.38
H (3.25426, 5.18966, 1.45438)  0.27
H (1.83204, 2.24285, 3.41913)  0.67
H (-0.45560, 4.12421, 3.66018)  0.35
H (0.48656, 2.48372, 1.36075)  -1.22
H (0.05349, 3.37362, -0.80451)  0.14
H (-1.02922, 5.05722, -2.23701)  0.40
H (-2.61645, 6.73873, -1.24976)  0.39
H (-3.16333, 6.59016, 1.18142)  0.41
H (-2.21227, 4.78418, 2.55975)  0.26
H (2.32205, 2.88156, 6.03051)  0.40
H (2.79330, 0.77718, 7.28270)  0.41